118
Properties=species:S:1:pos:R:3:forces:R:3 method="wB97M-V/def2-TZVPD" lumo_ev="-4.349 / -4.352" spin_multiplicity=2 e_above_lowest_kj_mol=0.00 charge=+2 orbital_gap_ev="7.62 / 7.67" homo_ev="-12.0 / -12.0"
Ti 0.13109 -1.89793 0.82124 -0.06 0.69 0.38
C -3.45189 -4.14705 2.93730 -0.21 0.46 -0.79
N -3.40209 -2.74590 3.38563 -0.08 -0.21 0.11
C -4.36803 -2.37487 4.42108 0.32 0.17 -0.60
C -2.50202 -1.92343 2.83747 -0.06 0.19 0.25
O -1.77661 -2.31140 1.91970 0.20 -0.37 -0.20
C -2.38748 -0.48610 3.35011 0.63 -0.23 -0.12
O -1.53805 0.28992 2.55504 1.16 0.40 -0.37
C -0.41715 0.83371 3.23287 -0.21 0.43 0.31
C 0.71335 -0.18134 3.37166 -0.10 -1.35 -0.47
O 0.50416 -1.37423 3.01670 -0.51 0.90 -0.23
N 1.89953 0.13974 3.84431 0.66 0.30 0.63
C 2.99110 -0.82579 3.80647 -0.26 -0.23 -0.31
C 2.31130 1.38874 4.44249 -0.35 0.90 -0.26
H -4.07373 -4.72840 3.61786 -0.05 0.19 -0.11
H -2.45091 -4.56541 2.95317 0.12 -0.07 -0.15
H -3.87234 -4.18578 1.89639 0.34 -0.16 0.90
H -4.11889 -2.86482 5.34972 0.00 -0.14 0.34
H -5.35629 -2.68615 4.09086 -0.11 0.03 0.10
H -4.35667 -1.30272 4.56018 -0.12 0.13 0.14
H -1.94621 -0.49687 4.34322 -0.62 -0.21 0.50
H -3.33944 0.00638 3.27599 -0.66 0.03 0.53
H -0.69373 1.22910 4.23242 -0.02 -0.31 -0.29
H -0.09256 1.71731 2.67414 0.02 -0.36 -0.05
H 2.62172 -1.69502 3.28017 0.29 -0.15 -0.27
H 3.26078 -1.13418 4.80423 0.07 0.00 0.48
H 3.87619 -0.37773 3.33790 -0.29 -0.07 -0.06
H 1.47218 2.08278 4.58524 0.26 -0.10 -0.41
H 3.11447 1.81981 3.81911 -0.46 0.13 0.26
H 2.71036 1.24218 5.43977 0.16 -0.35 0.16
C 2.96494 -5.42958 2.64009 1.65 -0.08 -0.50
O 1.61372 -5.61409 2.25902 -0.90 -0.42 0.00
C 0.97954 -4.62049 1.71423 0.55 0.33 -0.51
O 1.39608 -3.46558 1.68391 -0.25 0.52 0.18
N -0.19342 -4.96204 1.12228 -0.11 -0.33 0.34
N -0.71789 -3.97086 0.27802 0.20 -0.36 0.57
H 3.27499 -6.38530 3.03769 -0.03 -0.18 0.11
H 3.10995 -4.67807 3.41172 -0.30 0.20 -0.09
H 3.58918 -5.22333 1.73766 -0.62 0.05 0.71
H -0.32340 -5.93725 0.88033 -0.02 0.13 0.01
H -1.69860 -3.86324 0.44604 -0.62 -0.01 0.10
H -0.52291 -4.21662 -0.67073 0.05 0.04 -0.80
N -1.26139 -1.10095 -0.52336 0.07 0.07 0.11
S -1.98131 0.07743 -1.00007 -0.03 -1.05 -0.09
N -1.23184 1.51027 -1.01748 0.68 0.16 -1.10
S 0.07788 1.69013 -1.90136 -0.60 -0.09 -0.12
N 1.30789 0.80152 -1.66280 0.34 0.31 -0.12
S 2.12920 0.46141 -0.27607 -0.20 0.02 -0.27
N 1.43531 -0.20755 0.82143 -0.56 -0.53 0.20
C 3.55875 -0.35129 -0.93419 0.21 0.00 -0.71
C 4.07963 -0.08994 -2.21586 0.24 -0.32 -0.10
C 5.30585 -0.69710 -2.54553 -1.16 0.57 0.42
C 5.92328 -1.56853 -1.65491 1.13 -0.18 -0.70
C 5.37406 -1.83988 -0.43132 -0.81 -0.05 0.80
C 4.19498 -1.20502 -0.04389 -0.34 -0.17 0.71
C 2.78601 2.02280 0.22157 0.51 0.09 -0.67
C 4.06689 2.44253 -0.18511 -0.69 -0.70 0.37
C 4.49181 3.68619 0.21008 -1.32 -0.42 0.56
C 3.66093 4.45412 1.03838 1.88 0.68 -0.29
C 2.42255 4.04035 1.42390 -0.70 0.35 0.41
C 1.94721 2.81974 0.96070 0.10 0.47 0.46
C -0.12240 1.47449 -3.67879 0.26 -0.30 -0.36
C -0.67452 2.50022 -4.42524 -0.86 0.45 -0.09
C -0.84488 2.35068 -5.80537 0.60 -0.24 1.06
C -0.39971 1.18089 -6.40858 -0.84 1.58 -1.62
C 0.18070 0.18521 -5.68957 0.57 -1.28 0.10
C 0.33767 0.32121 -4.32303 0.25 -0.25 0.88
C 0.27935 3.44434 -1.69037 -0.73 0.24 0.31
C 1.43085 4.03246 -2.15941 1.05 -0.28 -0.49
C 1.65738 5.37595 -1.94709 0.83 0.77 -0.31
C 0.71768 6.15371 -1.30184 -1.04 -0.95 0.34
C -0.48108 5.57434 -0.84932 0.35 -0.52 -0.24
C -0.72145 4.21350 -1.06450 1.09 0.48 0.07
C -2.73454 -0.25755 -2.61034 -0.30 0.29 -0.55
C -3.56998 0.64387 -3.29787 0.08 -0.21 0.62
C -4.19369 0.22800 -4.45385 -0.57 0.58 -0.46
C -3.99097 -1.03613 -4.97440 0.74 -0.60 0.69
C -3.13415 -1.93122 -4.34121 0.07 0.16 0.97
C -2.52798 -1.52675 -3.13222 0.58 -0.32 -0.63
C -3.40130 0.55636 -0.05013 -0.70 1.04 -0.25
C -3.85507 1.88651 0.04940 0.44 -0.10 -0.22
C -4.93592 2.16492 0.89045 0.53 0.43 -0.28
C -5.52868 1.10856 1.55230 -0.65 0.29 1.23
C -5.14876 -0.21127 1.34906 -0.51 0.15 0.32
C -4.10303 -0.50026 0.52431 0.83 1.13 -0.63
H 3.54784 0.53030 -2.97086 0.43 -0.43 0.86
H 5.73779 -0.44762 -3.49359 0.25 -0.16 -0.34
H 6.88133 -2.04782 -1.91569 -0.62 0.30 -0.01
H 5.80346 -2.57214 0.24080 0.16 0.11 -0.08
H 3.73503 -1.40518 0.95252 0.40 0.16 -0.98
H 4.71433 1.74712 -0.70821 -0.06 0.33 -0.07
H 5.45835 3.97760 -0.07418 1.12 0.69 -0.17
H 4.08561 5.38057 1.42259 -0.30 -0.05 -0.09
H 1.86886 4.70074 2.10499 -0.08 -0.53 -0.43
H 0.95289 2.50446 1.20092 -0.34 -0.29 0.08
H -1.02963 3.39730 -3.92204 0.11 -0.04 -0.19
H -1.24506 3.15591 -6.39109 -0.20 0.17 -0.11
H -0.50635 1.15638 -7.50417 0.14 -0.42 0.60
H 0.53065 -0.71506 -6.21475 -0.09 0.42 0.48
H 0.85238 -0.45098 -3.75669 -0.17 0.06 -0.02
H 2.21060 3.48727 -2.70127 -0.42 -0.16 0.29
H 2.60713 5.83724 -2.28866 -0.80 -0.42 0.20
H 0.88592 7.18477 -1.13796 0.22 0.89 0.14
H -1.22350 6.13672 -0.28846 0.18 0.10 -0.27
H -1.61659 3.77466 -0.68301 -0.23 -0.27 0.04
H -3.82278 1.62998 -2.93215 0.26 0.04 0.25
H -4.90366 0.89140 -4.97333 0.51 -0.25 0.37
H -4.51040 -1.32123 -5.84723 -0.46 -0.31 -0.88
H -2.96234 -2.96619 -4.67499 -0.14 0.74 -0.08
H -1.78699 -2.17898 -2.66512 -0.40 0.10 0.13
H -3.35822 2.69242 -0.52290 -0.32 -0.66 0.56
H -5.25568 3.20900 1.06937 0.16 -0.83 -0.21
H -6.25741 1.33897 2.34178 0.05 -0.20 -0.60
H -5.64570 -1.00901 1.87024 -0.29 -0.15 0.11
H -3.75382 -1.47075 0.29655 0.19 -1.08 0.10
Se 1.20391 -2.53426 -1.55821 0.24 -0.28 -0.11
C 2.31541 -3.87232 -0.94594 1.22 -1.10 0.34
N 3.02917 -4.69768 -0.51848 -1.20 1.26 -0.75